# C25H24Br2CaN3O2S

A molecular structure, C25H24Br2CaN3O2S at a distorted geometry (ωB97M-V/def2-TZVPD, the Open Molecules 2025 dataset).

Properties
DFT total energy	-204236.6748	eV
orbital gap	6.879	eV
charge	+1
HOMO energy	-9.9	eV

Structure (XYZ):
```
58
Properties=species:S:1:pos:R:3:nbo_charge:R:1
Ca 0.22909 -0.23191 -0.59122 1.780
Br 2.03023 5.63947 -4.84354 0.059
C 1.87586 4.09111 -3.74283 -0.149
C 2.88931 3.79189 -2.82117 -0.154
C 2.82207 2.64127 -2.08614 -0.308
C 1.74941 1.71035 -2.22024 0.419
O 1.76138 0.60474 -1.58738 -0.867
C 0.66813 2.10185 -3.08962 -0.200
C -0.48563 1.30209 -3.26329 0.180
N -0.70940 0.17649 -2.65840 -0.637
C -1.72863 -0.65401 -3.06502 0.116
C -2.26224 -0.68706 -4.34640 -0.215
C -3.29107 -1.57457 -4.67509 -0.181
C -3.80700 -2.43839 -3.74737 -0.191
C -3.25448 -2.49198 -2.45613 -0.104
C -3.69359 -3.40086 -1.47397 -0.086
C -3.05806 -3.43365 -0.26162 -0.277
C -1.99142 -2.55446 -0.04278 0.076
N -1.58184 -1.66559 -0.91368 -0.587
C -2.19179 -1.60977 -2.11430 0.220
C 0.77555 3.28438 -3.85235 -0.168
H 3.72093 4.47033 -2.70075 0.232
H 3.60766 2.40563 -1.37917 0.218
H -1.22878 1.69153 -3.96860 0.177
H -1.86428 -0.04449 -5.11967 0.223
H -3.67950 -1.57564 -5.68005 0.230
H -4.61596 -3.10496 -3.99553 0.225
H -4.52204 -4.05448 -1.69741 0.228
H -3.35457 -4.12115 0.51503 0.232
H -1.45838 -2.56992 0.89189 0.201
H -0.01745 3.53727 -4.54424 0.224
C -1.56910 -3.54690 3.33333 -0.629
C -0.55102 -2.52367 3.80890 -0.572
S -0.70385 -0.86245 2.99322 1.237
O -0.02723 -0.97625 1.66735 -1.079
C 0.54860 -0.02544 4.08253 -0.572
C -0.06669 1.19197 4.74717 -0.624
H -1.58325 -4.38071 4.03059 0.240
H -1.31137 -3.94101 2.35494 0.212
H -2.57042 -3.12157 3.29171 0.220
H 0.46471 -2.87229 3.62571 0.235
H -0.69517 -2.32619 4.86960 0.230
H 1.37305 0.23704 3.42032 0.238
H 0.90322 -0.72611 4.83577 0.230
H -0.37377 1.93699 4.01514 0.217
H 0.65173 1.65734 5.42085 0.232
H -0.93906 0.90082 5.32816 0.219
Br -0.01904 2.32661 0.74109 0.048
C 1.75396 1.86333 1.31083 0.161
C 2.50914 2.77136 2.03510 -0.268
C 3.77557 2.36532 2.43214 -0.146
C 4.21630 1.09657 2.08451 -0.243
C 3.36439 0.27118 1.36468 0.060
N 2.14595 0.64892 0.99882 -0.499
H 2.11490 3.74386 2.27638 0.247
H 4.40341 3.03061 3.00567 0.240
H 5.19522 0.75428 2.38158 0.241
H 3.65631 -0.72912 1.07498 0.212
```

# C3H6N2O2

C3H6N2O2 in the gas phase at a distorted geometry (ωB97M-V/def2-TZVPD, the Open Molecules 2025 dataset).

Properties
DFT total energy	-10282.1721	eV
orbital gap	10.643	eV
charge	0
HOMO energy	-9.8	eV
energy relative to the best compared isomer or geometry (same formula, charge and spin)	253.3	kJ/mol
SMILES string	[H]/N=C/OCC(N)=O

Structure (XYZ):
```
13
Properties=species:S:1:pos:R:3:nbo_charge:R:1
H 1.65049 0.64950 -2.19675 0.364
N 1.08519 0.30862 -1.42173 -0.768
C 1.75308 0.29609 -0.34134 0.441
O 1.28434 -0.08452 0.86325 -0.493
C 0.02968 -0.81945 0.97104 -0.238
C -1.27252 -0.19070 0.57150 0.624
N -1.48549 0.71228 -0.38099 -0.800
O -2.16187 -0.60944 1.32508 -0.651
H 2.79819 0.62771 -0.26513 0.161
H 0.18072 -1.78236 0.47303 0.209
H -0.64387 -1.03391 1.93747 0.312
H -2.42733 1.06389 -0.43386 0.404
H -0.79061 0.86230 -1.10158 0.435
```

# C4H4O3

C4H4O3 in the gas phase at a distorted geometry (ωB97M-V/def2-TZVPD, the Open Molecules 2025 dataset).

Properties
DFT total energy	-10352.0080	eV
orbital gap	11.244	eV
charge	0
HOMO energy	-10.5	eV
energy relative to the best compared isomer or geometry (same formula, charge and spin)	309.2	kJ/mol
SMILES string	O=C1OC[C@@]12CO2

Structure (XYZ):
```
11
Properties=species:S:1:pos:R:3:nbo_charge:R:1
O -0.18109 2.09761 -1.26911 -0.518
C -0.50290 1.12550 -0.66354 0.770
O -1.74042 0.73685 -0.22375 -0.478
C -1.20705 -0.41551 0.49968 -0.093
C 0.17590 -0.01681 0.05492 0.043
C 1.42342 -0.66179 -0.26489 -0.160
O 1.23779 0.41241 0.82530 -0.458
H -1.59681 -1.35020 0.08905 0.199
H -1.37634 -0.33250 1.57221 0.206
H 1.92227 -0.33415 -1.18470 0.220
H 1.81496 -1.16640 0.60582 0.269
```

# C4H12N2O2

A molecular structure, C4H12N2O2 at a distorted geometry (ωB97M-V/def2-TZVPD, the Open Molecules 2025 dataset).

Properties
DFT total energy	-11411.5134	eV
orbital gap	7.576	eV
charge	0
HOMO energy	-7.0	eV
energy relative to the best compared isomer or geometry (same formula, charge and spin)	743.3	kJ/mol

Structure (XYZ):
```
20
Properties=species:S:1:pos:R:3:nbo_charge:R:1
C 2.02876 -0.10212 -0.32656 0.425
C 1.48630 -1.39748 -0.89855 -0.672
O 1.41718 -0.11059 1.16971 -0.793
O 1.66321 1.01755 -0.91994 -0.773
H 1.90518 0.58026 1.63656 0.487
H 0.52111 1.35227 -0.71900 0.487
H 3.11066 -0.13630 -0.13770 0.145
H 0.41411 -1.29696 -1.09180 0.228
H 1.64474 -2.21689 -0.19636 0.217
H 1.99976 -1.60785 -1.83734 0.225
N -0.75743 1.69181 -0.20864 -0.713
N -0.94973 0.86135 0.96591 -0.486
C -2.02010 0.38647 0.12641 0.068
C -2.17992 -0.95318 -0.09855 -0.710
H -1.39654 2.49090 -0.22212 0.357
H 0.12685 0.28101 1.12295 0.469
H -1.23225 1.36194 1.80374 0.376
H -2.83212 1.07635 -0.15534 0.216
H -3.18443 -1.32689 0.09500 0.217
H -1.76534 -1.95164 -0.10837 0.231
```

# C15H11BrN11W

A molecular structure, C15H11BrN11W at a distorted geometry (ωB97M-V/def2-TZVPD, the Open Molecules 2025 dataset).

Properties
DFT total energy	-103982.2425	eV
2S+1	3
orbital gap (spin up / spin down)	7.144 / 6.721	eV
charge	+1
HOMO energy (spin up / spin down)	-12.4 / -12.4	eV
energy relative to the best compared isomer or geometry (same formula, charge and spin)	61.1	kJ/mol

Structure (XYZ):
```
39
Properties=species:S:1:pos:R:3:lowdin_spin:R:1
W 0.21621 -1.16902 -0.12246 1.605
N 1.53621 -2.22772 -3.28596 -0.003
C 0.21801 -1.90392 -3.17546 0.016
N -0.67989 -1.72862 -4.12686 0.011
N -1.77859 -1.34512 -3.52316 0.018
N -1.62519 -1.27942 -2.26206 0.025
N -0.35829 -1.63352 -1.96186 0.032
C 2.36161 -2.11902 -2.21496 0.005
N 3.65111 -2.37672 -2.14446 0.013
N 4.02061 -2.07722 -0.91786 0.003
N 3.05291 -1.65122 -0.22446 0.026
N 1.93501 -1.64052 -0.98886 0.017
H 1.91221 -2.49182 -4.18576 0.000
Br -4.01729 2.88038 0.35224 -0.003
C -2.30829 2.37188 -0.25426 -0.003
C -1.48329 3.27508 -0.92696 0.025
C -0.24149 2.82718 -1.35866 -0.002
C 0.15261 1.53728 -1.06486 0.031
N -0.63349 0.67698 -0.37936 0.006
C -1.86199 1.07768 -0.01556 0.021
H -1.81259 4.28438 -1.11796 0.001
H 0.42361 3.47448 -1.90976 -0.001
H 1.13951 1.16808 -1.36836 0.005
H -2.50759 0.33688 0.45324 0.002
C -0.01889 -2.54702 1.53154 -0.003
C -0.05089 -1.20262 2.11674 0.017
C -1.22639 -0.63382 2.66494 0.028
C -1.26969 0.69498 3.02404 0.013
C -0.15409 1.52058 2.79504 0.017
C 1.02641 0.98408 2.28664 0.013
C 1.11421 -0.37442 1.95914 0.035
C -0.22309 2.90108 3.10714 0.001
N -0.29229 4.02038 3.33554 0.007
H -0.90889 -3.15512 1.73804 0.005
H 0.91031 -3.10502 1.73224 0.001
H -2.07279 -1.27942 2.86334 0.002
H -2.15199 1.11328 3.48514 0.000
H 1.89811 1.61808 2.20214 0.000
H 2.10821 -0.82162 1.88294 0.013
```

# H32O16

16 unconnected molecules or ions with the total composition H32O16 at a distorted geometry (ωB97M-V/def2-TZVPD, the Open Molecules 2025 dataset).

Properties
DFT total energy	-33275.7833	eV
orbital gap	10.565	eV
charge	0
HOMO energy	-10.7	eV
energy relative to the best compared isomer or geometry (same formula, charge and spin)	882.9	kJ/mol

Structure (XYZ):
```
48
Properties=species:S:1:pos:R:3:nbo_charge:R:1
O 1.77122 3.11674 1.94132 -0.913
H 1.91030 3.93988 2.00821 0.452
H 2.65725 2.73722 2.04061 0.467
O 0.26834 -1.01442 0.47850 -0.931
H 0.19719 -1.42449 1.34765 0.474
H 0.60535 -0.22667 0.57005 0.458
O 0.11549 2.37670 4.12437 -0.956
H 0.67401 2.77138 4.83361 0.467
H 0.66086 2.25821 3.39902 0.483
O -4.29501 2.45432 -1.70570 -0.930
H -4.51531 2.58344 -2.59597 0.457
H -4.96983 3.04232 -1.19375 0.473
O -4.31018 2.86860 1.65923 -0.904
H -5.29524 2.73867 1.58610 0.450
H -4.49406 3.23705 2.52706 0.454
O 2.48513 -1.84976 -3.71313 -0.942
H 2.07374 -1.40498 -2.93143 0.462
H 1.68056 -1.87632 -4.26982 0.479
O -1.52708 2.78253 1.19029 -0.944
H -1.65502 2.84034 2.16203 0.480
H -0.99273 3.53256 0.92150 0.464
O -0.63155 -3.36725 4.31270 -0.947
H -1.24711 -4.07385 4.09164 0.477
H -0.88669 -3.14356 5.18125 0.472
O 1.35257 0.25061 -6.00161 -0.945
H 1.92797 0.62999 -5.44749 0.474
H 0.47976 0.18655 -5.75272 0.471
O -1.20402 4.19515 -2.00438 -0.925
H -1.95487 4.54308 -1.48045 0.468
H -1.65749 4.34573 -2.82287 0.457
O 1.26310 -4.38269 2.12644 -0.961
H 1.07796 -3.93942 2.97552 0.490
H 1.38851 -3.72854 1.44881 0.469
O -1.29363 -5.56247 -0.14279 -0.943
H -1.38094 -4.83364 0.48590 0.471
H -0.39042 -5.39093 -0.60787 0.471
O 4.42286 -2.02654 -0.59563 -0.955
H 3.55464 -1.63644 -1.16448 0.474
H 4.57563 -2.93660 -1.01849 0.481
O -0.65997 0.02587 -2.59464 -0.941
H -0.57018 0.79642 -2.13239 0.471
H -1.40462 0.17420 -3.22220 0.470
O 5.68644 1.22619 1.86975 -0.959
H 4.83680 1.31619 1.54705 0.463
H 6.23767 0.48482 1.41116 0.497
O -3.06832 -1.73695 -1.14685 -0.965
H -2.37011 -1.19338 -0.73092 0.494
H -3.75680 -1.20224 -1.54920 0.470
```

Which value of DFT total energy does entry 3 give?
-10352.0080 eV

What is the charge in the sixth record?
0

Number 3 is which compound?
C4H4O3